Entry 1:
DFT (ωB97M-V/def2-TZVPD) results for a 2-piece molecular cluster, C8H10N4O3 overall in a non-equilibrium geometry.

```
25
Properties=species:S:1:pos:R:3:mulliken_charge:R:1
O 2.75 0.64 -0.72 -0.707
N 2.35 1.40 0.12 1.323
O 3.01 1.42 1.29 -0.444
N 1.42 2.20 0.11 -0.838
O 0.71 2.16 -1.10 -0.162
C -0.70 2.15 -0.85 -0.656
C -1.19 0.87 -0.26 0.889
C -1.91 0.02 -1.11 -0.677
C -2.28 -1.24 -0.62 -0.478
C -2.13 -1.52 0.76 -0.518
C -1.56 -0.61 1.54 -0.642
C -0.95 0.52 1.05 -0.227
H 3.38 0.48 1.22 0.472
H -1.14 2.43 -1.88 0.317
H -0.98 3.01 -0.22 0.283
H -2.13 0.26 -2.14 0.305
H -2.88 -2.05 -1.19 0.238
H -2.59 -2.35 1.12 0.564
H -1.47 -0.73 2.58 0.395
H -0.25 1.04 1.63 0.523
N 2.32 -1.21 1.23 -0.600
C 2.10 -1.75 0.25 0.548
N 1.38 -2.42 -0.56 -0.437
H 1.93 -3.03 -1.22 0.277
H 0.82 -1.68 -1.04 0.251
```

Summary:
SMILES: [O-]/[N+](O)=N\OCc1ccccc1.N#CN
LUMO, eV: 0.583
Total energy, hartree: -755.34897
Energy above the lowest of the compared OMol25 structures with the same formula, charge and spin, kcal/mol: 147.2
Frontier orbital gap, Eh: 0.368

***

Entry 2:
DFT (ωB97M-V/def2-TZVPD) results for C8H10N4O3S as an isolated structure in a non-equilibrium geometry.

```
26
Properties=species:S:1:pos:R:3:mulliken_charge:R:1
C -3.07 1.72 -0.30 -0.454
C 4.16 1.22 -0.95 -0.718
C -3.37 1.60 1.10 -0.204
C -3.62 0.67 -0.90 -0.267
C 2.86 1.37 -0.44 -0.184
C 4.44 -0.13 -0.79 -0.194
C 3.16 -2.00 0.21 -0.763
C -4.99 -1.23 0.00 0.096
N -4.01 0.48 1.33 -0.883
N -4.32 0.00 0.11 0.591
N 2.39 0.22 -0.05 -0.503
N 3.36 -0.66 -0.14 0.420
O -0.53 0.62 0.63 -0.401
O -4.93 -1.86 -1.03 -0.504
O 0.77 -1.03 1.96 -0.520
S 0.33 -0.56 0.65 0.775
H -2.25 2.35 -0.75 0.302
H 4.74 1.90 -1.53 0.362
H -2.91 2.19 1.86 0.470
H -3.63 0.26 -1.91 0.427
H 2.17 2.19 -0.32 0.431
H 5.40 -0.54 -1.01 0.399
H 4.04 -2.21 0.82 0.342
H 2.25 -2.02 1.03 0.262
H 3.03 -2.83 -0.43 0.296
H -5.46 -1.72 0.86 0.421
```

Summary:
LUMO, eV: 0.251
Total energy, hartree: -1153.67895
Energy above the lowest of the compared OMol25 structures with the same formula, charge and spin, kcal/mol: 3.5
Frontier orbital gap, Eh: 0.364

***

Entry 3:
DFT (ωB97M-V/def2-TZVPD) results for an isolated ion of composition C8H10N5O and charge +1 in a non-equilibrium geometry.

```
24
Properties=species:S:1:pos:R:3:mulliken_charge:R:1
N -1.80 -1.28 -3.91 -0.479
C -1.23 -1.66 -2.98 0.510
N -0.66 -1.85 -1.82 -0.477
C 0.31 -2.64 -1.49 -0.309
N 0.63 -2.53 -0.17 -0.103
C -0.01 -1.59 0.67 -1.146
C 0.81 -0.29 0.82 -0.549
C 0.15 0.92 0.32 0.206
N -0.94 0.93 -0.48 0.111
C -1.33 2.24 -0.71 -0.655
C -0.46 3.01 0.08 0.467
C -0.42 4.42 0.35 -0.196
O 0.03 4.87 1.36 -0.406
N 0.38 2.13 0.69 -0.116
H 0.76 -3.39 -2.13 0.454
H 1.23 -3.25 0.24 0.247
H -0.34 -2.01 1.66 0.437
H -0.96 -1.45 0.24 0.623
H 1.82 -0.34 0.47 0.488
H 1.06 -0.17 1.86 0.462
H -1.28 0.06 -1.02 0.194
H -2.11 2.65 -1.24 0.499
H -0.84 5.04 -0.41 0.347
H 1.25 2.38 1.33 0.393
```

Summary:
SMILES: N#C/N=C/NCCc1[nH]cc(C=O)[nH+]1
LUMO, eV: -3.766
Total energy, hartree: -659.58627
Total charge: +1
Energy above the lowest of the compared OMol25 structures with the same formula, charge and spin, kcal/mol: 0.0
Frontier orbital gap, Eh: 0.338

***

Entry 4:
DFT (ωB97M-V/def2-TZVPD) results for a 2-piece molecular cluster, C8H10NO2S overall in a non-equilibrium geometry.

```
22
Properties=species:S:1:pos:R:3:mulliken_charge:R:1
C -2.70 1.02 1.22 -0.413
C -2.04 0.75 -1.08 -0.198
C -3.86 0.32 0.91 -0.378
C -3.25 0.08 -1.28 -0.469
C -1.78 1.23 0.20 0.867
C -0.52 1.92 0.54 0.146
C 1.90 2.13 -0.81 -1.023
C 1.34 -2.30 1.01 -0.750
N -4.09 -0.12 -0.30 -0.508
O -0.34 2.97 1.05 -0.342
O 0.52 -0.15 -0.86 -0.391
S 1.03 0.82 0.12 0.547
H -2.52 1.38 2.23 0.450
H -1.36 0.88 -1.90 0.429
H -4.61 0.12 1.66 0.394
H -3.52 -0.31 -2.25 0.395
H 2.22 2.88 -0.10 0.435
H 1.26 2.56 -1.57 0.351
H 2.76 1.67 -1.28 0.374
H 2.41 -2.33 0.98 0.360
H 0.78 -2.27 0.09 0.372
H 0.83 -2.36 1.96 0.354
```

Summary:
LUMO (alpha / beta), eV: -5.113 / -8.400
Total energy, hartree: -913.81496
Total charge: +1
Energy above the lowest of the compared OMol25 structures with the same formula, charge and spin, kcal/mol: 114.4
Frontier orbital gap (alpha / beta), Eh: 0.298 / 0.154

***

Entry 5:
DFT (ωB97M-V/def2-TZVPD) results for one molecule with the formula C8H10NP in a non-equilibrium geometry.

```
20
Properties=species:S:1:pos:R:3:mulliken_charge:R:1
C -1.97 -2.59 -0.06 -0.849
P -2.14 -0.78 0.03 0.617
C -3.28 1.13 0.03 0.036
N -3.85 2.13 0.00 -0.465
C -1.05 -0.18 1.33 -0.806
C -0.03 0.35 0.66 0.758
C 1.10 0.83 1.52 -1.414
C -0.04 0.27 -0.74 0.685
C 1.04 0.95 -1.59 -1.338
C -1.12 -0.19 -1.33 -0.765
H -2.36 -3.23 -0.86 0.257
H -2.18 -3.06 0.86 0.287
H -1.01 -0.34 2.35 0.558
H 1.74 0.01 1.88 0.292
H 0.68 1.42 2.36 0.418
H 1.74 1.56 0.97 0.328
H 2.00 0.27 -1.42 0.332
H 1.38 1.94 -1.25 0.303
H 0.99 0.71 -2.67 0.323
H -1.38 -0.25 -2.35 0.441
```

Summary:
SMILES: C=P1(C#N)C=C(C)C(C)=C1
LUMO (alpha / beta), eV: -0.508 / -0.508
Total energy, hartree: -706.76631
Energy above the lowest of the compared OMol25 structures with the same formula, charge and spin, kcal/mol: 86.4
Frontier orbital gap (alpha / beta), Eh: 0.312 / 0.312

***

Entry 6:
DFT (ωB97M-V/def2-TZVPD) results for a 2-piece molecular cluster, C8H10O3PS overall in a non-equilibrium geometry.

```
23
Properties=species:S:1:pos:R:3:mulliken_charge:R:1
C 0.06 -2.72 0.39 -0.528
C -0.05 -1.78 -0.63 -0.308
C 0.10 -2.24 1.70 -0.444
C 0.07 -0.39 -0.39 0.422
C 0.18 0.08 0.91 1.360
C 0.18 -0.88 1.97 -0.726
C 0.14 0.57 -1.58 -1.269
C 0.44 1.51 1.18 -1.466
O 5.08 -0.22 0.72 -0.566
O 5.34 0.81 -1.46 -0.615
O 3.72 1.78 0.19 -0.592
P 3.24 -1.07 -0.67 -0.075
S 4.51 0.65 -0.28 0.922
H -0.08 -3.67 -0.01 0.415
H 0.04 -2.20 -1.60 0.282
H 0.09 -3.07 2.38 0.350
H 0.10 1.63 -1.36 0.302
H 1.14 0.25 -1.91 0.139
H -0.73 0.40 -2.16 0.491
H 0.86 1.74 2.16 0.299
H 1.33 1.72 0.46 0.220
H -0.36 2.13 1.05 0.425
H 2.51 -0.92 0.46 -0.036
```

Summary:
LUMO (alpha / beta), eV: 3.220 / 2.063
Total energy, hartree: -1275.99387
Total charge: -1
Energy above the lowest of the compared OMol25 structures with the same formula, charge and spin, kcal/mol: 9.6
Frontier orbital gap (alpha / beta), Eh: 0.288 / 0.210

***

Entry 7:
DFT (ωB97M-V/def2-TZVPD) results for C8H10P2 as an isolated structure in a non-equilibrium geometry.

```
20
Properties=species:S:1:pos:R:3:mulliken_charge:R:1
C -0.23 1.96 0.00 -0.490
C -1.42 1.49 0.27 -0.195
C 1.60 -1.79 0.39 -0.657
C 2.17 -1.21 -0.69 -0.481
C 0.71 1.53 -0.99 -0.725
C -0.89 -1.54 0.95 -0.940
C 0.47 -0.92 0.59 0.295
C -2.07 0.52 -0.48 -0.294
P -2.13 -1.17 -0.41 -0.106
P 0.67 -0.36 -1.20 -0.062
H 0.25 2.62 0.62 0.424
H -1.84 1.99 1.12 0.340
H 1.90 -2.65 1.10 0.289
H 3.04 -1.41 -1.20 0.519
H 0.37 1.78 -1.93 0.379
H 1.71 1.95 -0.69 0.323
H -0.91 -2.63 0.96 0.368
H -1.41 -1.16 1.82 0.392
H 0.76 0.06 1.10 0.390
H -2.75 0.94 -1.33 0.231
```

Summary:
LUMO, eV: 0.238
Total energy, hartree: -993.37068
Energy above the lowest of the compared OMol25 structures with the same formula, charge and spin, kcal/mol: 46.9
Frontier orbital gap, Eh: 0.298

***

Entry 8:
DFT (ωB97M-V/def2-TZVPD) results for C8H11Br3F3NO2 as an isolated structure.

```
28
Properties=species:S:1:pos:R:3:mulliken_charge:R:1
C 3.26 -0.16 1.18 -1.102
C 2.61 0.42 -0.07 -0.246
O 1.19 0.28 -0.09 -0.363
C 0.50 1.04 0.85 -0.080
N 0.16 2.38 0.35 -0.244
C -1.18 2.66 0.58 0.142
O -1.62 3.75 0.80 -0.600
C -1.90 1.34 0.51 -0.555
C -0.89 0.43 1.19 -0.226
C -1.05 -1.03 0.85 0.737
F -0.96 -1.29 -0.46 -0.235
F -2.27 -1.46 1.24 -0.288
F -0.14 -1.79 1.48 -0.289
H 2.78 -1.11 1.43 0.241
H 4.32 -0.34 0.99 0.411
H 3.20 0.50 2.04 0.321
H 2.88 1.48 -0.20 0.275
H 2.95 -0.11 -0.96 0.324
H 1.09 1.14 1.77 0.304
H 0.78 3.13 0.62 0.320
H -2.88 1.36 0.97 0.363
H -2.00 1.08 -0.55 0.274
H -1.01 0.49 2.27 0.495
C -1.90 -2.81 -3.26 0.265
Br -0.82 -2.38 -4.79 -0.013
Br -3.50 -1.75 -3.20 -0.034
Br -2.29 -4.69 -3.17 -0.016
H -1.32 -2.56 -2.38 -0.182
```

Summary:
LUMO, eV: 0.178
Total energy, hartree: -8538.33622
Energy above the lowest of the compared OMol25 structures with the same formula, charge and spin, kcal/mol: 0.0
Frontier orbital gap, Eh: 0.381

***

Entry 9:
DFT (ωB97M-V/def2-TZVPD) results for a 2-piece molecular cluster, C8H11Cl3O4P2 overall in a non-equilibrium geometry.

```
28
Properties=species:S:1:pos:R:3:mulliken_charge:R:1
C -2.81 0.04 -1.80 -0.878
P -1.02 -0.43 -2.18 0.129
C -0.25 0.78 -3.47 -0.883
C 0.11 -0.27 -0.68 0.059
C 0.30 0.80 0.25 0.769
P -0.57 2.49 0.27 0.062
C -2.08 2.30 1.44 -0.864
O -1.30 2.85 -1.26 -0.501
C 1.44 0.20 1.19 0.197
O 1.98 0.96 2.04 -0.520
O 1.78 -1.18 0.94 -0.215
C 1.10 -1.47 -0.31 0.233
O 1.30 -2.50 -1.02 -0.498
H -3.03 1.14 -2.08 0.219
H -3.47 -0.58 -2.53 0.343
H -3.17 -0.22 -0.75 0.282
H 0.57 1.39 -2.92 0.197
H 0.27 0.20 -4.30 0.331
H -1.02 1.55 -3.83 0.316
H -3.05 2.49 0.87 0.292
H -2.11 1.20 1.80 0.263
H -1.96 2.97 2.37 0.330
H -0.56 3.25 -1.78 0.329
Cl 4.51 -4.81 2.82 -0.127
C 3.45 -3.55 3.46 0.454
Cl 2.31 -4.23 4.63 -0.129
Cl 4.40 -2.26 4.21 -0.123
H 2.88 -3.12 2.64 -0.069
```

Summary:
SMILES: CP(C)C1=C(P(C)O)C(=O)OC1=O.ClC(Cl)Cl
LUMO, eV: -1.458
Total energy, hartree: -2675.57894
Frontier orbital gap, Eh: 0.260

***

Entry 10:
DFT (ωB97M-V/def2-TZVPD) results for a 2-piece molecular cluster, C8H11F2P overall in a non-equilibrium geometry.

```
22
Properties=species:S:1:pos:R:3:mulliken_charge:R:1
C -0.54 0.76 -0.89 -0.426
C -0.43 -0.36 -1.60 -0.423
C -0.86 -0.46 1.18 -0.577
C -0.62 0.73 0.57 1.318
C -0.35 -1.70 -0.93 -0.798
C -1.10 -1.71 0.40 -0.673
C -0.45 1.93 1.31 -1.544
C 1.94 1.90 1.80 0.486
F 2.05 1.03 2.82 -0.239
F 2.18 3.13 2.28 -0.229
P 2.93 1.45 0.33 -0.074
H -0.56 1.73 -1.37 0.370
H -0.34 -0.33 -2.67 0.396
H -0.95 -0.52 2.26 0.369
H -0.75 -2.48 -1.59 0.364
H 0.71 -1.93 -0.76 0.280
H -0.82 -2.58 0.99 0.327
H -2.18 -1.79 0.21 0.272
H -0.69 1.95 2.35 0.390
H -0.41 2.87 0.79 0.376
H 2.12 0.36 0.01 0.009
H 2.25 2.33 -0.50 0.027
```

Summary:
LUMO (alpha / beta), eV: 0.132 / 0.057
Total energy, hartree: -852.37426
Energy above the lowest of the compared OMol25 structures with the same formula, charge and spin, kcal/mol: 3.8
Frontier orbital gap (alpha / beta), Eh: 0.278 / 0.278